No. 1
{"formula": "C42H43BCdF5N4O5S", "method": "ωB97M-V/def2-TZVPD", "elements": ["Cd", "S", "F", "F", "F", "F", "F", "O", "O", "O", "O", "O", "N", "N", "N", "N", "C", "C", "C", "C", "C", "C", "C", "C", "C", "C", "C", "C", "C", "C", "C", "C", "C", "C", "C", "C", "C", "C", "C", "C", "C", "C", "C", "C", "C", "C", "C", "C", "C", "C", "C", "C", "C", "C", "C", "C", "C", "C", "B", "H", "H", "H", "H", "H", "H", "H", "H", "H", "H", "H", "H", "H", "H", "H", "H", "H", "H", "H", "H", "H", "H", "H", "H", "H", "H", "H", "H", "H", "H", "H", "H", "H", "H", "H", "H", "H", "H", "H", "H", "H", "H", "H"], "coordinates": [[-0.4212, 1.1411, -0.2524], [1.4406, 3.2133, -0.8851], [-1.5799, 1.9640, -2.3487], [-3.4531, 3.2321, -1.9800], [-2.1656, 3.6099, -3.8580], [-3.4246, 1.6885, -3.6819], [-1.2261, -0.7750, 1.5002], [-4.9967, 1.3800, -0.6020], [1.9892, 2.0638, -0.1566], [0.4216, 3.8033, 3.2451], [1.6396, 3.1783, -2.3082], [0.0246, 3.3941, -0.4675], [-2.9579, 0.4162, -0.6624], [0.4329, 1.7962, 2.2122], [0.5419, -0.7359, -0.6131], [-2.0447, 2.2308, 1.1954], [4.2512, 0.1087, 0.9969], [2.2923, 4.6427, -0.2669], [-0.7234, -1.9644, 1.0434], [3.1143, -1.5679, 4.8978], [0.1076, 0.6631, -4.4817], [-4.7229, -2.2794, -0.1969], [-3.9273, -4.5334, -0.4594], [1.5210, -0.6732, -2.8607], [-3.5411, 4.4443, 1.8686], [3.7909, -0.3625, 5.0322], [-3.0256, -4.0955, -1.4190], [3.6492, -2.3108, 1.0868], [0.6444, -3.1850, -0.4449], [0.1742, -1.9168, -0.0399], [-3.2621, 2.3913, 0.7064], [3.2074, -0.9347, 0.5797], [-1.0933, -3.1082, 1.7034], [-5.1211, 0.3639, -1.6251], [-3.7087, 1.3287, -0.2182], [2.9665, -0.9175, -0.9194], [-3.7712, -0.3850, -1.5954], [2.6479, -0.7298, -3.6771], [3.9107, -0.9122, -3.1461], [1.6765, -0.7853, -1.4706], [1.7751, 1.9232, 2.7805], [-2.2707, 4.2684, 2.4048], [-3.8403, -1.8360, -1.1758], [-0.2123, -1.8239, -4.2391], [0.1621, -0.5240, -3.5183], [0.2852, -4.3534, 0.2103], [-4.7691, -3.6206, 0.1583], [-4.0548, 3.4922, 1.0087], [1.9831, -1.6339, 4.0971], [2.2061, 0.7025, 3.5552], [3.3397, 0.7641, 4.3613], [-1.5603, 3.1450, 2.0275], [4.0596, -1.0028, -1.7713], [1.5269, -0.5037, 3.4323], [-0.5785, -4.3364, 1.2958], [1.6898, 3.2188, 3.6207], [-2.9810, -2.7547, -1.7673], [-0.1907, 2.8539, 2.4967], [-2.6525, 2.6516, -2.9900], [2.2634, -0.6786, 1.0635], [3.7773, -2.2863, 2.1723], [4.0103, 1.0853, 0.5798], [0.6481, -0.5508, 2.8040], [4.2907, 0.1807, 2.0874], [-5.2817, 0.8612, -2.5788], [2.4602, 2.0490, 1.9362], [-3.2956, -0.3069, -2.5732], [4.6771, -0.3022, 5.6517], [-5.4624, -3.9513, 0.9219], [3.3537, 4.4079, -0.2408], [3.4725, -2.4518, 5.4101], [-5.9741, -0.2601, -1.3704], [-1.7845, -3.0258, 2.5333], [-3.9599, -5.5792, -0.1807], [2.5285, -0.6297, -4.7496], [2.9195, -3.0836, 0.8475], [3.8869, 1.6969, 4.4535], [-1.2117, -1.7518, -4.6768], [-0.1883, -2.6783, -3.5577], [-0.9183, 0.8329, -4.8123], [-2.3456, -4.7943, -1.8883], [5.0526, -1.1164, -1.3501], [0.6933, -5.2950, -0.1392], [-2.2745, -2.4096, -2.5109], [0.4930, -2.0232, -5.0503], [4.7770, -0.9612, -3.7951], [-4.1176, 5.3269, 2.1120], [-0.5791, -0.3497, -2.7363], [1.3309, -3.2298, -1.2813], [4.6075, -2.5912, 0.6394], [1.9171, 4.8701, 0.7295], [0.4548, 1.5771, -4.0002], [2.4718, 3.9412, 3.3956], [5.2482, -0.1791, 0.6525], [-1.8237, 4.9871, 3.0756], [-5.3788, -1.5775, 0.3049], [1.4553, -2.5714, 3.9730], [0.7242, 0.4776, -5.3663], [-0.8608, -5.2483, 1.8041], [1.6719, 3.0170, 4.6931], [-5.0240, 3.5903, 0.5444], [2.0991, 5.4700, -0.9451]], "max_force_ev_per_a": 0.74, "charge": -1, "homo_energy_ev": -4.486, "spin_multiplicity": 1, "lumo_ev": 2.088}

---

No. 2
{"formula": "C42H43F5N6", "method": "ωB97M-V/def2-TZVPD", "elements": ["F", "F", "F", "F", "F", "N", "N", "N", "N", "N", "N", "C", "C", "C", "C", "C", "C", "C", "C", "C", "C", "C", "C", "C", "C", "C", "C", "C", "C", "C", "C", "C", "C", "C", "C", "C", "C", "C", "C", "C", "C", "C", "C", "C", "C", "C", "C", "C", "C", "C", "C", "C", "C", "H", "H", "H", "H", "H", "H", "H", "H", "H", "H", "H", "H", "H", "H", "H", "H", "H", "H", "H", "H", "H", "H", "H", "H", "H", "H", "H", "H", "H", "H", "H", "H", "H", "H", "H", "H", "H", "H", "H", "H", "H", "H", "H"], "coordinates": [[1.0210, 7.2640, 0.2122], [1.6277, 0.9213, 2.3309], [-5.7811, 4.9478, 1.0488], [1.9038, -1.9922, -5.0922], [-2.2330, -3.6341, 2.6060], [4.6239, -1.4146, 1.5245], [3.4754, -1.5819, -2.0131], [-0.0740, -5.8508, 1.6953], [5.0791, 2.4738, 0.1796], [0.7248, -2.9015, 4.7291], [-2.4431, -3.6191, -5.9989], [3.9572, -2.4643, -1.3995], [-3.8599, 4.3072, -0.2325], [1.3185, 5.9777, -0.0798], [1.8703, -0.6506, -5.2353], [1.0484, -3.5131, 1.4417], [0.7526, 0.3036, 1.5351], [-4.6713, 1.7028, 0.0211], [-3.6921, -3.3993, 0.7930], [-6.0527, -3.1320, 1.1273], [4.2842, -1.1332, 2.5719], [-1.9635, -3.1911, -5.0532], [4.5227, 3.1515, 2.6192], [-4.5877, -3.2777, 3.0477], [1.6311, 1.5928, -4.3455], [1.5713, 0.2289, -4.1633], [-1.0417, -1.0079, -0.1096], [2.8446, 4.3922, -1.2550], [0.8515, 3.6050, -0.0797], [1.1766, -0.1455, 0.2738], [-0.2173, -2.2720, 4.9766], [4.8473, 2.7815, 1.2728], [0.5279, 4.9228, 0.3128], [-5.8907, -3.2083, 2.5598], [-1.3301, -2.7559, -3.7969], [-4.9815, -3.3389, 0.2497], [1.9901, 3.3353, -0.8665], [-0.5795, 0.1718, 1.9375], [-1.3182, -1.4038, 5.3578], [3.8828, -0.7294, 3.9006], [-3.4601, -3.4013, 2.1513], [2.1964, 1.2864, -6.7001], [4.5325, -3.5943, -0.6270], [-5.4988, 2.6572, 0.5628], [-3.1623, 3.3297, -0.9281], [-5.0343, 3.9637, 0.4840], [-3.5203, 2.0050, -0.7725], [2.4734, 5.6781, -0.8522], [0.3043, -0.8471, -0.5350], [-1.4868, -0.4271, 1.0758], [2.1068, -0.1369, -6.5275], [0.4395, -4.8423, 1.5982], [1.9769, 2.1473, -5.6243], [3.3895, -1.5775, 4.3755], [-4.4432, -3.3654, 4.1144], [-0.3152, 5.1866, 0.9341], [1.5426, 2.2638, -3.5039], [1.2552, -3.2548, 0.4031], [-2.9480, 1.1952, -1.2003], [1.9612, 3.1975, -5.8757], [-2.4874, -0.7184, 1.3593], [-1.0831, -1.6946, -3.8228], [4.7787, -0.4894, 4.4733], [3.1537, 0.0779, 3.9692], [4.7070, 4.2247, 2.5705], [-2.0831, -2.8562, -3.0152], [1.3794, -0.0674, -3.1426], [-2.3295, 3.6764, -1.5219], [3.0487, 6.5578, -1.1005], [-1.1597, -0.7698, 6.2301], [-0.5108, -3.4073, -3.4927], [-0.9186, 0.4608, 2.9214], [-1.6513, -1.6062, -0.7706], [-5.0998, -3.2661, -0.8213], [-3.5317, 5.3316, -0.3285], [-2.8757, -3.4547, 0.0882], [0.3072, 2.7509, 0.2952], [5.3771, -3.2023, -0.0603], [1.8211, -3.3941, 2.2012], [5.1302, 2.6206, 3.3522], [0.5514, -1.2088, -1.5222], [2.1927, -0.7869, -7.3857], [2.2210, 1.6717, -7.7087], [0.2787, -2.8395, 1.8186], [-6.7212, -3.0104, 3.2212], [-1.7074, -0.6914, 4.6303], [3.7620, 4.1462, -1.7691], [4.9017, -4.3257, -1.3458], [-7.0506, -3.0073, 0.7335], [2.2666, 2.3379, -1.1749], [-6.3470, 2.3659, 1.1645], [-4.8453, 0.6424, 0.1292], [2.1969, 0.0194, -0.0394], [3.4819, 2.9758, 2.8909], [-2.0905, -2.1021, 5.6804], [3.8121, -3.8880, 0.1365]], "max_force_ev_per_a": 3.40, "charge": 1, "homo_energy_ev": [-10.443, -10.443], "s2": 0.77, "spin_multiplicity": 2, "lumo_ev": [-4.785, -8.915]}

---

No. 3
{"formula": "C42H44BrN8O7Sr", "method": "ωB97M-V/def2-TZVPD", "elements": ["Sr", "Br", "O", "O", "O", "O", "O", "O", "O", "N", "N", "N", "N", "N", "N", "N", "N", "C", "C", "C", "C", "C", "C", "C", "C", "C", "C", "C", "C", "C", "C", "C", "C", "C", "C", "C", "C", "C", "C", "C", "C", "C", "C", "C", "C", "C", "C", "C", "C", "C", "C", "C", "C", "C", "C", "C", "C", "C", "C", "H", "H", "H", "H", "H", "H", "H", "H", "H", "H", "H", "H", "H", "H", "H", "H", "H", "H", "H", "H", "H", "H", "H", "H", "H", "H", "H", "H", "H", "H", "H", "H", "H", "H", "H", "H", "H", "H", "H", "H", "H", "H", "H", "H"], "coordinates": [[0.5975, 0.3271, 1.1300], [-3.1339, -1.3004, 2.8269], [3.2393, 0.5492, 1.5055], [1.4107, -1.3883, -0.3825], [0.9317, 1.8802, -0.6535], [1.9164, -0.8055, -2.4876], [-4.6670, -3.3642, 0.3235], [-1.0473, 0.9792, 2.7725], [2.3115, 3.6360, -0.8537], [1.9674, -3.8054, 2.2135], [0.9465, -1.9177, 2.8951], [-6.7148, -3.9366, 0.8557], [0.7522, -3.6895, 1.6425], [-5.8567, -4.9509, 1.2553], [-2.6430, 0.0293, -2.4275], [-1.5578, -0.0217, -0.4653], [-3.2811, 0.7880, -1.5029], [3.3629, -0.0156, -0.7651], [3.8406, 1.6948, 0.8450], [-0.6015, 3.4787, 4.4313], [-6.3566, -1.7391, -0.2570], [2.0725, 2.4312, -0.7515], [2.1090, -0.7822, -1.2766], [-5.9767, -3.0256, 0.3187], [3.8365, -0.4516, 0.6354], [-3.3661, -6.4718, 1.8054], [-0.9687, -6.4985, 1.6293], [-7.6946, -1.3722, -0.3447], [-3.3910, -5.2445, 1.1492], [3.3419, 1.5478, -0.6093], [2.0398, -2.7232, 2.9565], [-2.2042, -4.6538, 0.7257], [-1.3804, 3.8117, 3.1497], [-3.8609, 3.2557, 2.9285], [-2.1533, -7.0964, 2.0377], [-4.6680, -4.5711, 0.9295], [-6.4942, 4.4181, 2.6674], [0.3017, -4.5893, 0.5908], [-4.6097, 1.3037, -1.7258], [-3.3880, 0.5892, 2.8774], [-5.3592, -0.8822, -0.7109], [0.1598, -2.5715, 2.0617], [-1.8588, 5.2647, 3.2675], [-7.2620, 2.3469, 3.7992], [-0.4349, 3.7454, 1.9397], [-4.9596, 2.4026, 2.8036], [-2.2455, 1.4284, 2.9107], [-1.5917, -0.4098, -1.7696], [-6.9681, 2.3887, 1.3180], [-4.6913, 1.0418, 2.8074], [-6.3991, 2.8923, 2.6531], [-2.5426, 2.8238, 3.0058], [-8.0218, -0.1444, -0.8974], [5.3323, -0.1602, 0.7844], [-7.0266, 0.7087, -1.3534], [5.3343, 1.3790, 0.9369], [-2.6245, 0.7380, -0.3409], [-0.9861, -5.2742, 0.9723], [-5.6877, 0.3464, -1.2594], [-8.0044, 2.7155, 1.1895], [-2.9633, 1.2478, 0.5496], [-6.1342, 4.8336, 3.6107], [-2.2310, -3.6993, 0.2120], [-5.4883, 0.3111, 2.7354], [-0.2635, 2.4440, 4.4191], [-1.2322, 3.6325, 5.3103], [-7.2936, 1.6725, -1.7725], [-4.3252, -1.1851, -0.6221], [-4.0463, 4.3178, 2.9504], [-0.9830, 3.7183, 0.9961], [5.8918, -0.5118, -0.0815], [-6.3796, 2.7780, 0.4830], [0.1929, -4.0000, -0.3215], [2.9057, -2.4991, 3.5575], [-4.6993, 2.2487, -1.1866], [0.2706, 4.1336, 4.5184], [-2.1285, -8.0504, 2.5479], [0.2102, 4.6282, 1.9175], [-4.2977, -6.9163, 2.1281], [-8.2971, 2.6842, 3.6945], [5.7382, -0.6462, 1.6723], [3.5028, -1.4394, 0.9376], [-6.8811, 2.6923, 4.7622], [-6.9477, 1.2989, 1.2615], [-2.5403, 5.4043, 4.1093], [5.8892, 1.8947, 0.1547], [5.7407, 1.6826, 1.9019], [-4.7044, 1.5096, -2.7913], [0.2256, 2.8802, 1.9591], [-0.8131, -2.2508, 1.7190], [4.1291, -0.2561, -1.5033], [-0.9910, 5.9064, 3.4318], [-0.0192, -6.9811, 1.8289], [-0.8037, -0.9941, -2.2221], [4.0672, 1.9936, -1.2871], [-7.2626, 1.2561, 3.8118], [-9.0595, 0.1545, -0.9676], [3.5236, 2.6115, 1.3356], [-5.9161, 4.8631, 1.8551], [1.1081, -5.3038, 0.4462], [-8.4572, -2.0472, 0.0195], [-2.3545, 5.6063, 2.3558], [-7.5367, 4.7208, 2.5443]], "max_force_ev_per_a": 0.53, "charge": -1, "homo_energy_ev": -5.024, "spin_multiplicity": 1, "lumo_ev": 1.751}

---

Energy above the lowest of the compared OMol25 structures with the same formula, charge and spin, record by record: 28.2 0.0 0.0 kJ/mol